Record 1
Below is 2 unconnected molecules or ions with the total composition C18H18OS2 in a non-equilibrium geometry, with properties calculated with the ωB97M-V functional and the def2-TZVPD basis.

Element x y z (Å)
C  -1.699  0.392  5.098
C  -2.356  -0.432  4.163
C  -2.215  -0.198  2.795
C  -1.452  0.922  2.313
C  -1.316  1.260  0.939
C  -2.203  0.707  -0.054
C  -2.351  1.424  -1.383
C  -3.163  0.802  -2.352
C  -3.454  1.415  -3.571
C  -2.959  2.703  -3.838
C  -2.204  3.371  -2.867
C  -1.943  2.749  -1.634
O  -2.919  -0.307  0.100
C  -0.883  1.792  3.296
C  -0.933  1.483  4.647
H  -1.826  0.207  6.169
H  -3.002  -1.255  4.494
H  -2.741  -0.815  2.068
H  -0.759  2.173  0.666
H  -3.597  -0.173  -2.127
H  -4.073  0.887  -4.302
H  -3.214  3.204  -4.781
H  -1.817  4.382  -3.052
H  -1.444  3.308  -0.836
H  -0.446  2.732  2.957
H  -0.403  2.115  5.359
C  4.373  0.962  0.251
C  3.748  0.373  1.511
S  1.951  0.036  1.400
C  1.373  1.541  0.911
S  1.953  2.142  -0.557
C  3.743  2.274  -0.199
H  5.427  1.156  0.468
H  4.288  0.227  -0.564
H  4.165  -0.613  1.756
H  3.867  1.045  2.372
H  0.955  2.228  1.651
H  3.839  3.056  0.566
H  4.168  2.634  -1.144

***

Record 2
Below is a molecular structure, C18H19AsAuNS in a non-equilibrium geometry, with properties calculated with the ωB97M-V functional and the def2-TZVPD basis.

Element x y z (Å)
Au  10.816  9.185  5.478
S  6.303  9.760  5.147
C  6.821  8.135  4.767
C  8.122  7.949  4.971
C  8.795  9.151  5.403
C  7.908  10.192  5.513
C  8.225  11.569  5.655
C  7.287  12.474  6.058
C  7.540  13.831  5.972
C  8.806  14.225  5.559
C  9.744  13.284  5.264
N  9.463  11.945  5.260
H  6.112  7.443  4.326
H  8.628  6.966  4.843
H  6.199  12.234  6.258
H  6.748  14.587  6.179
H  8.978  15.267  5.285
H  10.747  13.534  4.895
C  13.842  11.614  5.703
As  13.146  9.748  5.610
C  14.102  9.234  3.881
C  14.298  8.920  7.049
C  15.119  7.674  6.928
C  14.459  6.454  6.551
C  15.162  5.245  6.511
C  16.547  5.298  6.864
C  17.198  6.527  7.106
C  16.499  7.697  7.130
H  14.865  11.461  5.406
H  13.654  11.991  6.703
H  13.377  12.216  4.910
H  15.137  9.613  3.913
H  13.553  9.483  2.976
H  14.198  8.122  3.922
H  13.523  8.569  7.731
H  14.878  9.726  7.521
H  13.420  6.463  6.302
H  14.745  4.372  6.151
H  17.216  4.405  6.891
H  18.248  6.530  7.183
H  16.972  8.586  7.466

***

Record 3
Below is a molecular structure, C18H19B2F9HgNO20PS in a non-equilibrium geometry, with properties calculated with the ωB97M-V functional and the def2-TZVPD basis.

Element x y z (Å)
Hg  1.084  0.700  -1.851
O  -5.692  2.567  8.385
C  -5.437  1.550  7.723
O  -4.455  1.463  6.948
B  -4.461  0.177  6.236
O  -5.734  -0.420  6.611
C  -6.303  0.292  7.542
O  -7.363  0.043  8.051
O  -3.363  -0.722  6.662
C  -2.640  -1.099  5.651
O  -1.576  -1.670  5.691
C  -3.202  -0.406  4.413
O  -4.186  0.381  4.748
O  -2.699  -0.434  3.253
O  -0.673  8.144  3.976
C  -0.028  7.439  4.685
O  1.204  6.941  4.364
B  1.467  5.692  5.158
O  0.510  5.922  6.258
C  -0.509  6.699  5.919
O  -1.655  6.858  6.474
O  1.168  4.532  4.307
C  2.315  4.003  3.813
O  2.367  3.093  2.961
C  3.460  4.783  4.576
O  2.881  5.552  5.519
O  4.643  4.566  4.432
P  -0.751  5.682  -2.812
F  0.611  5.230  -2.203
F  -0.597  4.569  -4.004
F  -1.226  4.505  -1.788
F  -2.209  6.057  -3.320
F  -0.916  6.707  -1.572
F  0.051  6.815  -3.739
C  6.708  5.252  -4.840
F  5.682  5.125  -5.684
F  7.894  5.507  -5.428
F  6.437  6.308  -4.078
S  6.910  3.621  -3.828
O  7.723  2.823  -4.683
O  7.613  3.961  -2.569
O  5.588  3.010  -3.597
C  -1.651  -5.493  -4.804
C  -1.480  -4.583  -3.518
C  -2.061  -5.316  -2.343
C  -1.211  -6.463  -1.638
C  0.188  -5.830  -1.276
C  0.855  -5.047  -2.455
N  -0.106  -4.129  -3.156
O  0.490  -3.377  -4.166
C  2.070  -4.310  -1.724
C  1.470  -6.017  -3.514
C  -2.266  -3.251  -3.721
H  -2.682  -5.649  -5.122
H  -1.365  -6.514  -4.550
H  -0.941  -5.243  -5.592
H  -2.225  -4.598  -1.539
H  -2.971  -5.895  -2.503
H  -1.071  -7.311  -2.308
H  -1.575  -6.954  -0.735
H  0.907  -6.624  -1.076
H  0.024  -5.154  -0.437
H  2.353  -3.502  -2.398
H  2.014  -4.085  -0.658
H  2.966  -4.930  -1.706
H  1.890  -5.407  -4.313
H  2.143  -6.754  -3.077
H  0.710  -6.710  -3.876
H  -2.260  -2.597  -2.850
H  -3.329  -3.475  -3.815
H  -1.996  -2.624  -4.570
H  0.470  -3.976  -4.916

The charge is -2.

***

| no. | LUMO energy (eV) | HOMO energy (eV) | orbital gap (eV) |
| --- | --- | --- | --- |
| 1 | -2.220 | -7.11 | 4.89 |
| 2 | 0.525 | -7.65 | 8.18 |
| 3 | -4.770 | -6.19 | 1.42 |